1.
Entry from the OMol25 dataset: C2H3NO3 in the gas phase (wB97M-V/def2-TZVPD).

```
9
Properties=species:S:1:pos:R:3:nbo_charge:R:1
O 2.1401 -0.2668 0.0693 -0.49
O -0.9402 1.4264 -0.1544 -0.49
O -1.3528 -0.9281 0.3808 -0.52
N -0.1975 -0.9536 -0.3929 -0.35
C 0.3025 1.2537 0.0553 0.29
C 0.9257 -0.1302 0.0361 0.56
H 0.7690 2.1769 0.5224 0.16
H 0.1999 -1.9185 -0.2011 0.36
H -1.8467 -0.6598 -0.3155 0.48
```

Output
Energy relative to the best compared isomer or geometry (same formula, charge and spin)   4.619 eV
SMILES string   O=CC(=O)NO
Highest occupied orbital energy   -0.3665 hartree
Net charge   0
Spin multiplicity   1

---

2.
Entry from the OMol25 dataset: 2 unconnected molecules or ions with the total composition C2H3NO3 (wB97M-V/def2-TZVPD).

```
9
Properties=species:S:1:pos:R:3:nbo_charge:R:1
O 1.9661 -1.6980 0.4382 -0.27
O 1.2704 1.6011 -0.0894 -0.62
O 2.9966 0.0847 -0.3298 -0.45
N 1.9560 -0.5750 -0.0038 0.40
C -1.1264 -0.5450 -0.6096 -0.23
C 0.9291 0.4301 0.2162 0.41
H 2.3426 1.5718 -0.2652 0.51
H -1.3112 -1.3809 -0.0218 0.12
H -1.5764 0.3685 -0.3316 0.12
```

Output
Energy relative to the best compared isomer or geometry (same formula, charge and spin)   11.354 eV
Highest occupied orbital energy (alpha / beta)   -0.3697 / -0.3185 hartree
Net charge   0
Spin multiplicity   1